A molecular structure, C43H50N2O3PRuS at a distorted geometry, computed with the ωB97M-V functional and the def2-TZVPD basis.

The geometry in XYZ format:
```
101
Properties=species:S:1:pos:R:3:forces:R:3:mulliken_spin:R:1
Ru -0.351 0.568 0.047 1.5654 -0.7019 0.0544 2.49
S -1.816 -0.238 3.523 -0.2644 -1.2727 0.9790 0.01
P 0.758 0.709 -2.271 0.0511 0.6520 -0.8604 0.10
O 0.387 2.458 0.711 -0.1353 -0.5554 0.0877 0.17
O -1.274 -0.271 2.139 0.4371 0.2366 -1.0535 0.06
O -1.817 -1.291 -0.481 -0.1594 0.5514 0.1433 0.08
N -2.449 2.567 0.453 -1.1011 -0.1310 -0.1940 -0.02
N -2.150 1.380 0.058 0.5009 1.5788 0.2235 -0.05
C 0.409 4.642 1.525 0.3337 0.5153 0.0560 0.03
C -4.423 6.104 1.355 0.1361 -0.0179 -0.0549 -0.01
C -0.241 5.808 1.772 0.3903 -0.5954 -0.1133 0.00
C 6.244 -2.899 -0.549 -0.0276 -0.0224 0.0065 0.10
C 5.711 -1.686 -0.133 0.0921 0.0154 -0.0657 -0.05
C -0.064 1.850 -4.818 0.0908 0.1324 0.1509 0.00
C -5.488 -1.141 -0.184 -0.0016 0.0685 -0.0040 0.01
C 2.598 -1.378 -2.543 0.0271 0.0989 0.0453 0.02
C 0.691 -5.678 3.873 -0.0686 -0.0099 -0.0601 0.13
C 0.530 -1.638 -3.893 -0.0201 0.2661 -0.0428 0.01
C 2.143 1.970 -2.110 -0.1512 -0.1188 0.2581 -0.01
C -4.558 1.036 0.118 0.4325 -0.0027 -0.0658 0.01
C -3.683 7.225 1.730 0.0960 0.1541 0.0457 0.02
C 1.532 -0.633 -3.338 -0.2148 -0.0771 0.4430 0.01
C -0.097 -4.747 3.205 0.0087 -0.1185 0.0718 -0.09
C -4.215 -1.661 -0.363 0.0800 -0.1188 -0.0107 0.00
C 1.078 -0.722 0.506 0.1701 -0.2962 0.3717 0.08
C 0.487 -3.812 2.378 0.1779 -0.0292 -0.1284 0.09
C 3.780 -2.833 0.767 0.5765 -0.0037 -0.2257 0.03
C 2.975 1.743 -0.846 -0.2735 -0.0223 0.1462 0.00
C -0.485 1.587 -3.374 0.0167 -0.1359 0.2297 -0.02
C 1.694 -1.669 0.983 -0.3490 0.6721 -0.4470 0.30
C -5.659 0.214 0.044 -0.0996 -0.1976 -0.0372 0.00
C -1.646 5.932 1.591 -0.7088 -0.2055 -0.1946 0.01
C -1.834 0.864 -3.349 0.0756 0.0036 0.2661 0.01
C 1.884 -3.776 2.193 -0.2705 -0.3779 0.3026 0.06
C 2.069 -5.657 3.705 -0.1203 -0.1435 0.1049 -0.06
C -3.257 0.540 -0.037 -1.5910 -1.0056 -0.3058 -0.04
C -0.267 3.503 1.003 -0.7935 0.0298 -0.1760 0.06
C -3.066 -1.591 3.513 0.3189 0.7153 0.0632 0.00
C -2.318 7.135 1.854 0.0134 -0.0441 -0.0148 -0.01
C -3.099 -0.840 -0.297 -0.1837 0.6219 0.0631 -0.01
C 4.489 -1.650 0.505 -0.0915 -0.1876 0.1161 0.09
C -0.582 -1.128 4.541 -0.3845 0.4786 -0.3089 0.01
C 2.464 -2.770 1.355 -0.0691 0.0558 0.0271 0.09
C -2.388 4.809 1.156 -0.3826 0.6883 0.1708 0.00
C -1.630 -2.646 -0.842 0.2370 -0.4074 -0.1287 0.02
C 4.336 -4.048 0.348 -0.1702 0.0640 0.0372 0.10
C -1.705 3.584 0.824 1.4114 -0.6837 0.0627 -0.01
C -3.783 4.924 1.063 0.0672 -0.0676 0.0611 0.02
C 2.662 -4.723 2.882 -0.0214 0.1316 -0.0737 0.13
C 3.092 2.100 -3.301 -0.2719 0.0025 -0.0201 0.00
C 5.548 -4.076 -0.308 0.1679 0.0658 -0.0946 -0.05
H 6.251 -0.766 -0.309 0.0309 0.0195 -0.0180 0.00
H 2.956 -2.234 -3.109 0.0507 -0.0888 -0.1213 0.00
H 3.455 -0.753 -2.315 0.1324 0.0546 0.0824 0.00
H 4.062 -0.711 0.825 -0.0144 0.1068 0.0209 0.00
H -5.498 6.167 1.286 -0.0718 -0.0076 -0.0236 0.00
H 1.062 -2.361 -4.511 0.0235 -0.0713 0.0060 0.00
H 5.945 -5.019 -0.651 0.0713 -0.0965 -0.0277 0.00
H -3.329 -1.855 4.531 -0.0310 0.0049 0.2011 0.00
H 3.612 2.608 -0.664 0.0428 0.0446 -0.0015 0.00
H 2.681 -6.380 4.225 0.0596 -0.0114 0.0304 0.00
H 3.777 -4.961 0.489 -0.0004 -0.0907 0.0214 0.00
H -1.171 -4.769 3.334 -0.0550 0.0064 -0.0288 0.00
H -0.553 -2.796 -0.917 -0.0952 0.0353 0.0681 0.00
H 3.798 1.274 -3.331 0.0519 -0.1157 -0.0318 0.00
H -0.227 -1.171 -4.516 -0.1193 -0.0037 -0.0489 0.00
H 0.305 0.951 -5.302 0.0583 -0.1160 -0.0925 0.00
H -6.343 -1.798 -0.237 -0.0333 -0.0546 -0.0263 0.00
H 0.315 6.664 2.127 0.0466 0.0947 0.0584 0.00
H 2.342 1.587 0.027 0.2514 0.0767 -0.0206 0.01
H -6.648 0.635 0.150 -0.0514 -0.0074 0.0432 0.00
H 3.612 0.872 -0.964 0.1126 -0.0964 0.0235 0.00
H -0.115 -3.099 1.831 -0.0978 0.1158 0.0221 0.06
H -2.656 -2.446 2.987 0.2417 -0.0574 -0.0722 0.00
H 2.188 -1.738 -1.603 0.0314 -0.1016 0.0978 0.00
H -4.108 -2.716 -0.562 0.0507 -0.0393 -0.0058 0.00
H -3.945 -1.225 2.991 -0.0488 0.1005 -0.0840 0.00
H 1.473 4.545 1.679 0.0816 0.0144 0.0088 0.00
H 2.006 -0.106 -4.173 -0.1189 0.0910 0.1112 0.00
H -1.731 7.990 2.156 0.0126 0.1382 0.0657 0.00
H -2.632 1.554 -3.614 -0.0708 0.0463 -0.0402 0.00
H -0.620 2.555 -2.868 0.0616 -0.1400 0.0141 0.00
H 0.042 -2.175 -3.085 -0.1158 -0.1169 0.0716 0.00
H -0.927 2.191 -5.387 -0.1033 0.0471 -0.0396 0.00
H 0.277 -0.479 4.679 0.0453 0.1500 -0.0557 0.00
H 0.228 -6.424 4.502 -0.0005 -0.0375 0.0900 0.01
H 3.669 3.016 -3.177 0.0544 0.0413 -0.0415 0.00
H 7.189 -2.927 -1.069 0.1132 -0.0047 -0.0302 0.01
H -4.187 8.160 1.921 -0.0182 0.0912 0.0684 0.00
H 3.736 -4.707 2.786 0.1022 0.0377 0.0024 0.01
H -0.277 -2.033 4.026 -0.0721 -0.0925 -0.0924 0.00
H -1.859 0.040 -4.056 -0.0125 -0.0934 -0.0684 0.00
H -2.103 -2.853 -1.807 0.0160 0.0244 0.0874 0.00
H -2.039 0.468 -2.355 -0.1514 -0.0169 -0.1202 0.01
H -1.026 -1.348 5.505 -0.0988 -0.0432 0.1708 0.00
H 0.693 2.625 -4.890 0.0961 0.0384 -0.0490 0.00
H 2.574 2.149 -4.253 0.0715 0.0418 -0.1019 0.00
H -4.673 2.094 0.286 -0.0484 -0.0575 0.0216 0.00
H -4.355 4.059 0.775 -0.0665 -0.0457 -0.0844 0.01
H 1.596 2.917 -1.998 -0.0135 -0.1314 0.0305 0.00
H -2.037 -3.319 -0.082 0.0500 0.0680 0.0014 0.00
```
Positions in Å, forces in eV/Å.

Frontier orbital gap (alpha / beta) (eV): 5.24 / 6.09
Energy (a.u.): -2837.8369
Spin multiplicity: 5
Total charge: +1
Highest occupied orbital energy (alpha / beta) (eV): -8.637 / -10.253